The following is a DFT calculation (ωB97M-V with the def2-TZVPD basis set) of a structure of composition C21H42BeBrCl6FLiN3O13PS.

Charge: -1
Multiplicity: 1
Kohn-Sham gap in eV: 0.628
E in Ha: -8163.730820
HOMO energy in Eh: -0.187

Each line ends with the Löwdin charge.
Atoms and positions in Å:
C 7.3285 3.1665 -0.2440  -0.13
C 6.8093 1.6833 -0.6366  -0.24
C 6.2561 0.9743 0.7157  -0.22
C 6.1192 -0.6098 0.4939  -0.21
C 4.8036 -0.9079 -0.3698  -0.22
C 3.4183 -0.7032 0.4710  -0.21
C 2.2705 -1.4224 -0.3831  -0.24
C 0.8253 -1.4572 0.3435  -0.22
C -0.0817 -2.4913 -0.4997  -0.21
C -1.4279 -2.9581 0.2402  -0.21
C -2.0621 -1.8816 1.2405  -0.22
C -2.7968 -0.6425 0.5323  -0.21
C -3.8330 -1.0367 -0.6303  -0.18
C -3.5481 -0.1750 -1.9873  -0.15
C -4.7659 0.8548 -2.2566  -0.20
C -4.3743 2.3637 -1.8175  -0.20
C -4.5934 2.6292 -0.2230  -0.14
C -6.0222 3.2961 0.1076  -0.13
N -6.7105 2.5117 1.2189  -0.31
O -7.7529 3.2289 1.8061  -0.02
C -7.6418 3.1791 3.2190  -0.18
N -7.5745 3.0623 4.4085  0.21
P -7.3643 0.9199 0.6396  0.69
O -8.3604 0.2437 1.8751  -0.33
Br -8.6786 1.2618 -1.1895  0.48
H 8.4623 3.2514 -0.3500  0.07
H 7.0674 3.3298 0.8583  0.07
H 6.7908 3.9576 -0.8738  0.06
H 7.6634 1.0814 -1.1104  0.11
H 5.9063 1.7795 -1.3317  0.08
H 7.0173 1.1738 1.5562  0.10
H 5.2387 1.4110 1.0234  0.10
H 6.1231 -1.1454 1.5008  0.11
H 7.0393 -0.9714 -0.1038  0.12
H 4.7451 -0.2681 -1.3202  0.10
H 4.7952 -2.0057 -0.7367  0.10
H 3.6066 -1.1527 1.5022  0.11
H 3.2034 0.4131 0.5791  0.10
H 2.1561 -0.9275 -1.4117  0.12
H 2.6116 -2.5061 -0.5622  0.11
H 0.3844 -0.3975 0.1890  0.11
H 0.9242 -1.7172 1.4490  0.11
H 0.5662 -3.4410 -0.6306  0.11
H -0.2260 -2.0618 -1.5464  0.11
H -1.1781 -3.8900 0.8774  0.12
H -2.1497 -3.3306 -0.5704  0.09
H -1.3202 -1.4880 2.0259  0.11
H -2.8759 -2.4363 1.8517  0.11
H -3.4024 -0.1070 1.3634  0.10
H -1.9990 0.1183 0.1993  0.10
H -4.8834 -0.7155 -0.2649  0.07
H -3.9054 -2.1522 -0.8537  0.09
H -2.5771 0.4368 -1.8626  0.11
H -3.3734 -0.8441 -2.9040  0.10
H -4.9424 0.8683 -3.4000  0.09
H -5.7531 0.5350 -1.7795  0.06
H -5.0113 3.0689 -2.4749  0.04
H -3.2582 2.5743 -2.0367  0.13
H -3.7136 3.2828 0.1134  0.13
H -4.4918 1.6406 0.3525  0.09
H -5.8170 4.3513 0.5230  0.16
H -6.6995 3.4246 -0.8096  0.11
H -5.9831 2.3085 1.9361  0.16
H -8.6456 -0.6628 1.5969  0.08
O -6.3999 -2.0791 -6.2650  -0.30
S -5.6707 -1.4035 -5.1872  0.23
O -5.4463 0.0016 -5.5269  -0.31
O -4.3717 -2.1005 -4.9574  -0.33
O -6.4738 -1.4992 -3.9246  -0.34
Li -5.0534 3.3309 -4.0607  0.83
N 9.7006 1.4112 2.2171  -0.63
O 9.6562 1.4851 3.4648  -0.09
O 10.0600 2.3971 1.5475  -0.07
O 9.3839 0.3495 1.6458  -0.09
Be -5.9541 -3.3413 -3.8549  1.07
O -6.6293 1.5056 -8.7970  -0.36
Cl -7.1922 2.3233 -7.7479  0.62
O -7.8609 1.4824 -6.7786  -0.38
O -8.1396 3.2580 -8.3146  -0.37
O -6.1269 3.0619 -7.0888  -0.44
F -10.9324 1.7452 0.0336  -0.90
C 10.0582 -1.2313 5.1891  -1.52
Cl 9.5128 -1.7384 6.7977  0.46
Cl 11.8262 -1.1999 5.1142  0.51
Cl 9.4029 -2.3022 3.9432  0.50
H 9.6887 -0.2227 5.0015  -0.01
C 8.9424 -5.5635 7.6253  -1.02
Cl 8.3689 -4.2589 8.6728  0.48
Cl 9.2818 -4.9718 5.9960  0.49
H 9.8554 -5.9807 8.0476  0.02
H 8.1758 -6.3349 7.5696  0.02